The following is a DFT calculation (ωB97M-V/def2-TZVPD) of a cluster of 2 separate species, C10H16 in total.

Properties
Spin multiplicity: 2
Electronic energy: -390.577440 a.u.
Max |F|: 0.8 eV/A
Net charge: -1

```
26
C10H16 (ωB97M-V/def2-TZVPD)
C -1.2447 1.9621 -1.4565
C 1.1761 -0.7399 0.9948
C -0.7662 2.7403 -0.2467
C 1.0555 -1.6444 -0.1293
C -1.3696 -1.4964 -0.0643
C -0.1817 -1.9169 -0.6760
C 2.5203 -0.3599 1.5130
C -1.2528 -0.8469 1.2174
C -0.1114 1.3878 -2.3093
C -0.0026 -0.4685 1.6896
H -2.3115 -1.9696 -0.3235
H -0.5315 2.0628 0.5763
H -0.4458 1.1829 -3.3284
H 2.4478 0.1580 2.4793
H -1.9513 2.5148 -2.0890
H 0.2124 0.4277 -1.9058
H -1.5500 3.4373 0.0883
H -0.1719 -2.5101 -1.5894
H 0.0558 0.0138 2.6711
H 3.1173 0.3049 0.8734
H 3.1436 -1.2541 1.7175
H -1.8224 1.1079 -1.0910
H 0.7773 2.0184 -2.4118
H 1.9454 -2.1071 -0.5540
H 0.1077 3.3749 -0.4219
H -2.0675 -0.8261 1.9391
```